[1]
Here is a 9-piece molecular cluster, C30H55F8N14O16S8 overall from the OMol25 dataset. Energies are from the ωB97M-V functional and the def2-TZVPD basis.

Each line ends with the Mulliken charge.
Atoms and positions in Å:
S  -2.30255  -1.87700  2.98859  1.45
S  5.58728  -2.58987  1.04686  0.91
S  0.86175  -5.89155  -0.98594  0.96
S  -4.47707  -2.29346  4.01285  1.03
S  -1.55191  4.87525  2.55604  0.79
S  5.53096  -0.36827  2.09970  0.97
S  0.62390  4.40820  1.61760  0.77
S  -1.16938  -5.64494  0.37446  1.02
F  -2.38450  -4.63821  0.07599  -0.23
F  4.37374  0.75800  2.29714  -0.17
F  4.91510  -3.33830  -0.20918  -0.25
F  -1.18004  -2.77185  2.24900  -0.36
F  2.00317  -4.97846  -1.71977  -0.29
F  1.82262  3.32718  1.93441  -0.29
F  -5.08769  -3.27139  5.11527  -0.27
F  -2.80667  3.94382  2.91316  -0.29
O  -0.95900  -5.52742  1.77097  -0.57
O  5.31874  -3.43095  2.16197  -0.55
O  -4.28457  -1.09753  4.78477  -0.54
O  -2.93922  -1.25447  1.85419  -0.87
O  0.48468  -6.84084  -1.99233  -0.62
O  1.59527  -6.40502  0.13877  -0.67
O  -1.47150  -1.08569  3.85902  -0.54
O  -2.01264  5.52261  1.35183  -0.38
O  0.59077  4.34294  0.18212  -0.44
O  6.97378  -2.44209  0.72072  -0.67
O  -1.69213  -6.85518  -0.18715  -0.60
O  -1.43249  5.67094  3.72860  -0.62
O  1.13928  5.56268  2.27919  -0.63
O  5.59334  -0.89562  3.41690  -0.63
O  6.61495  0.41416  1.61242  -0.63
O  -5.49331  -2.31214  3.01010  -0.60
N  -0.53633  3.62195  2.26922  0.19
N  3.56258  0.82004  -1.53413  0.29
N  -2.27614  -4.09929  -3.67240  0.32
N  -0.04091  -0.42838  0.09423  1.80
N  -2.03113  6.15478  -2.34895  0.18
N  -2.01892  1.69319  5.50641  0.42
N  0.08996  1.35012  5.18230  0.72
N  2.70055  -0.85629  -2.59444  0.49
N  -1.47197  -4.60595  -5.62608  0.19
N  -0.11371  -4.76493  -0.62140  0.04
N  -0.38336  7.03202  -1.24657  0.29
N  -3.06664  -3.08082  3.67351  -0.44
N  4.74183  -1.26002  0.93650  -0.08
N  1.20377  -1.84991  1.17062  1.52
C  -3.43664  1.94517  5.24233  -0.85
C  -0.98084  0.15304  -0.85681  -0.04
C  1.09354  -2.67642  -3.34265  -0.34
C  0.20142  -1.71871  0.30528  -1.78
C  -1.76039  -5.36139  -3.59765  -0.67
C  -1.07919  1.55311  4.58709  -1.06
C  -1.02080  -4.42891  -7.01265  -0.47
C  0.16591  6.14659  -2.14482  -0.35
C  -3.39471  5.83107  -2.71794  -0.60
C  1.77468  -3.12123  1.63634  -0.46
C  2.53537  -2.22305  -3.08284  -1.03
C  1.68539  -0.57013  1.44091  -0.80
C  -2.05107  1.00369  -0.21929  -0.78
C  1.40152  1.21433  4.54569  0.60
C  -0.09029  -3.23646  -7.16673  -0.99
C  -0.86438  5.64962  -2.87141  -0.52
C  4.38556  1.64849  -0.67605  -0.65
C  -1.43322  1.60117  6.75843  -0.80
C  2.06103  0.27269  -3.03821  -0.48
C  2.63062  1.32722  -2.41250  -0.69
C  3.51076  -0.51038  -1.58497  0.00
C  0.35875  7.83133  -0.28420  -0.96
C  2.11855  -0.03649  5.01456  -1.17
C  -2.09646  -3.66462  -4.92943  -0.33
C  -1.70274  6.97284  -1.35239  -0.19
C  -1.24284  -5.69059  -4.79993  -0.42
C  -2.70065  -3.26584  -2.57365  -1.10
C  -0.10758  1.42399  6.54688  -0.33
C  -4.04959  4.86064  -1.72025  -0.85
C  0.83205  0.30064  0.85870  -0.79
H  1.55762  -0.94302  4.78528  0.22
H  0.65082  -2.67982  -2.34334  -0.15
H  2.35795  2.36763  -2.41336  0.59
H  1.22399  6.02950  -2.28592  0.49
H  0.37542  8.86167  -0.63830  0.36
H  1.13516  -3.68259  -3.74987  0.46
H  4.04215  -1.23323  -0.99126  0.31
H  1.24594  0.22285  -3.73749  0.41
H  -2.94744  1.23972  -0.79691  0.44
H  3.05262  -2.92221  -2.42827  0.57
H  1.34930  1.19515  3.45816  -0.85
H  -1.26138  1.69082  3.53740  1.02
H  2.04524  -2.95388  2.67623  0.37
H  -3.77470  3.84954  -2.04395  0.21
H  0.70119  1.36881  0.91399  0.51
H  -2.38187  7.52018  -0.72007  0.38
H  -0.57758  -5.37386  -7.32039  0.35
H  -0.74778  -6.57541  -5.15699  0.52
H  1.34272  7.42497  -0.07912  0.34
H  -1.80558  -5.93209  -2.68094  0.59
H  -3.54322  2.94244  4.82805  0.29
H  2.55382  -0.43261  2.05191  0.36
H  3.77363  2.26384  -0.02181  0.23
H  5.06551  2.30571  -1.22458  0.35
H  -3.29637  -2.41422  -2.90867  0.41
H  0.74069  1.24802  7.18315  0.48
H  -3.36831  -3.82696  -1.92431  0.41
H  -0.87146  4.88560  -3.62836  0.44
H  3.11472  -0.17546  4.59535  0.27
H  -0.41963  -2.33110  -6.65781  0.26
H  -2.06996  1.79670  7.60185  0.51
H  -5.13339  4.83769  -1.82830  0.38
H  -0.35327  0.65471  -1.60070  0.11
H  -2.47267  0.41340  0.60063  -0.01
H  -0.14041  7.88434  0.68459  0.37
H  2.68777  -3.28270  1.06656  0.07
H  0.54420  -2.00373  -4.00241  0.42
H  -1.70830  1.96472  0.16141  0.17
H  -1.42973  -0.63755  -1.46234  0.06
H  -1.86185  -4.32180  -7.69949  0.31
H  1.88149  2.18748  4.67655  0.38
H  5.11451  1.04712  -0.14009  0.16
H  -3.76286  4.95381  -0.67518  0.28
H  -3.81613  1.19084  4.56024  0.36
H  -2.28393  -2.65208  -5.23880  0.45
H  -3.96115  6.76241  -2.68204  0.33
H  0.00973  -2.93226  -8.20944  0.41
H  -1.85719  -2.84420  -2.03225  0.34
H  -0.42972  -2.51366  -0.05401  0.37
H  -3.99305  1.87220  6.17154  0.33
H  1.05117  -3.91502  1.50308  -0.04
H  2.25471  0.02136  6.09606  0.47
H  -3.49092  5.39392  -3.70571  0.36
H  3.08154  -2.29725  -4.02839  0.27
H  0.91825  -3.49396  -6.84015  0.27

Atoms 1-2, force components in eV/Å:
2.7 -1.2 -0.9
1.7 -3.2 -0.4

Computed properties:
2S+1 = 1
Charge = +1

[2]
Here is C30H56B2BrN4O23Sr as an isolated structure from the OMol25 dataset. Energies are from the ωB97M-V functional and the def2-TZVPD basis.

Each line ends with the Mulliken charge.
Atoms and positions in Å:
Sr  0.97700  0.72863  0.54057  0.83
Br  3.97747  0.68706  0.41299  -0.84
O  -3.58154  0.80665  1.23200  -0.27
O  -1.43577  1.66439  1.13216  0.65
O  -5.05219  -0.37715  -2.72110  -0.22
O  1.19672  1.86962  -1.64290  0.76
O  -5.82209  1.02098  2.21864  -0.48
O  -2.89426  4.25284  1.57685  -0.66
O  -4.15621  -3.67004  0.40846  -0.57
O  -1.87252  2.72114  -2.38306  -0.61
O  -5.36667  -1.89112  -5.82500  -0.64
O  -3.41265  1.33210  -3.33463  -0.48
O  -0.90646  0.19825  -1.19428  0.34
O  -7.85367  -0.25111  2.24569  -0.65
O  0.28915  -1.27066  1.77452  0.39
O  -5.58674  1.09119  -0.11849  -0.37
O  5.65033  7.05078  2.14605  -0.36
O  -7.00561  -1.27279  -3.44575  -0.61
O  1.26305  1.52319  2.92820  0.30
O  2.95676  -2.67768  -3.19318  -0.43
O  -3.74610  -0.66475  -4.61503  -0.63
O  -2.67078  -0.67416  -2.39369  0.05
O  -7.48270  -0.13937  -0.68242  -0.58
O  -4.67008  2.94411  1.17413  -0.53
O  -0.75195  -7.66925  -0.03746  -0.35
N  -1.63340  -4.73651  -0.71111  0.00
N  1.32186  3.27300  0.83009  1.34
N  1.55863  -1.65543  -0.66376  1.23
N  3.97624  4.09565  0.46850  -0.26
C  4.60124  6.25513  1.62011  -0.72
C  5.20251  8.37343  2.46921  -0.79
C  -2.39988  1.61776  -2.59368  0.22
C  1.09057  3.31250  -1.61963  -1.23
C  1.81064  -2.59542  0.40482  -0.92
C  5.02298  4.81113  1.19763  0.30
C  -5.82542  -0.99021  -3.57080  0.61
C  -4.96987  -1.26442  -4.80646  0.25
C  -4.48510  -2.89228  1.56105  -0.57
C  -2.66534  -4.02655  -1.42718  -1.51
C  1.72563  -3.20895  -2.63822  -0.83
C  6.27520  4.72338  0.32570  -1.57
C  0.84422  -2.21436  -1.81998  0.11
C  -1.04172  -5.81129  -1.55250  -0.73
C  -6.67414  0.33318  0.11834  0.64
C  -0.01494  -6.71985  -0.83684  -0.69
C  0.85059  3.70270  2.13160  -0.68
C  1.77973  1.38129  -2.77068  -1.16
C  4.05833  -2.59362  -2.35234  -0.54
C  0.08932  -8.33622  0.89428  -0.73
C  -6.86366  0.31429  1.64935  0.42
C  0.54004  3.84427  -0.24449  -0.56
C  -3.35048  -2.98083  -0.49501  0.60
C  1.89761  0.71043  3.94568  -0.85
C  0.59558  -2.59909  1.38794  -0.51
C  1.53007  2.93150  3.21680  -1.00
C  -0.93143  -1.27161  2.60376  -0.85
C  -3.42371  3.18949  1.29607  0.09
C  -1.88926  0.31549  -1.93954  0.10
C  -2.68051  1.82188  1.20760  -0.01
B  -3.75272  -0.12372  -3.25547  0.78
B  -4.92364  1.45603  1.13063  1.11
H  2.12739  0.35156  -2.68757  0.15
H  0.64616  4.92897  -0.22780  0.44
H  6.46482  5.61291  -0.27504  0.33
H  1.23922  -3.49095  -3.57202  0.36
H  -2.64315  -2.28976  -0.03652  -0.37
H  4.88407  8.91592  1.57905  0.32
H  1.51177  -0.29798  3.79621  0.09
H  -1.76754  -1.73372  2.07891  -0.29
H  -1.81530  -6.49618  -1.89978  0.42
H  -2.11152  -5.13482  0.08442  0.31
H  2.60849  3.08492  3.25639  0.43
H  1.90108  -4.12436  -2.07313  0.37
H  4.13710  3.09870  0.48592  -0.40
H  -3.42528  -4.71074  -1.80463  0.61
H  6.36446  3.77449  -0.20319  0.46
H  -0.54654  -5.33408  -2.39818  0.36
H  3.79934  6.23584  2.35814  0.28
H  -4.05691  -2.41044  -1.09810  0.35
H  7.14310  4.58058  0.96949  0.42
H  2.08819  3.73136  -1.75162  0.44
H  3.92355  -1.98001  -1.46159  0.23
H  0.60042  -7.65695  1.57654  0.27
H  2.44298  -1.36571  -1.05630  -0.52
H  1.00523  1.55849  -3.51690  0.37
H  0.50542  3.59237  -2.49562  0.58
H  -1.26547  -0.31740  3.01119  0.24
H  -0.01479  -2.75963  -1.42899  -0.59
H  0.78977  -6.17228  -0.34622  0.31
H  2.61547  2.01924  -3.05818  0.24
H  1.07493  3.18751  4.17357  0.50
H  2.28668  3.55034  0.71910  -0.17
H  -0.28500  -2.96776  0.86187  0.06
H  -5.29475  -3.36684  2.11544  0.35
H  5.92895  8.98993  2.99866  0.29
H  4.12454  4.32582  -0.50367  0.28
H  -0.22269  3.54762  2.24164  -0.06
H  5.01535  -2.28475  -2.77283  0.29
H  0.77452  -8.98315  0.34649  0.31
H  4.23922  6.85488  0.78503  0.38
H  1.62632  1.09196  4.93003  0.35
H  5.21448  4.28456  2.13259  0.25
H  2.98741  0.70258  3.92638  0.22
H  0.41833  -1.42715  -2.44208  0.21
H  4.38188  8.45990  3.18138  0.31
H  -0.45401  -9.00950  1.55730  0.28
H  1.99111  -3.63506  0.13157  0.43
H  -3.64130  -2.97235  2.24639  0.24
H  -2.22891  -3.49970  -2.27575  0.49
H  -0.58814  -1.83341  3.47246  0.58
H  2.69999  -2.31729  0.97032  0.36
H  0.85149  -3.26636  2.21096  0.37
H  0.54564  -7.29481  -1.57391  0.49
H  -0.52427  3.62662  -0.15517  0.05
H  -4.80225  -1.88647  1.28561  0.05
H  1.14633  4.74092  2.28235  0.44
H  4.29415  -3.60322  -2.01591  0.33

Atoms 1-2, force components in eV/Å:
-0.5 0.1 -0.5
0.2 -0.2 0.0

Computed properties:
2S+1 = 1
Charge = -1

[3]
Here is a 11-piece molecular cluster, C30H56Br10O4 overall from the OMol25 dataset. Energies are from the ωB97M-V functional and the def2-TZVPD basis.

Each line ends with the Mulliken charge.
Atoms and positions in Å:
Br  7.42551  3.51397  -7.40385  -0.15
Br  -0.27029  9.42314  -4.46112  -0.16
Br  -9.37124  -8.42339  0.60817  -0.18
Br  -8.63802  -4.04488  2.04478  -0.17
Br  7.08697  0.44583  -3.73358  -0.16
Br  2.20853  -11.17340  2.73830  -0.17
Br  -1.12467  -8.51503  0.79730  -0.17
Br  -6.80585  7.55039  -5.17085  -0.15
Br  -6.94472  2.87766  -4.95475  -0.17
Br  -0.12298  11.16669  -8.81410  -0.17
O  -0.95953  -1.99156  6.89990  -0.51
O  5.76658  7.05058  0.93580  -0.53
O  -6.53690  3.51516  5.51077  -0.51
O  1.37453  2.28628  4.55846  -0.51
C  5.63014  -9.45223  -4.43300  -0.39
C  0.36847  -0.12801  -0.68582  -0.34
C  5.49574  -7.28534  -3.43622  -0.39
C  -2.25351  0.81279  -0.73392  -0.40
C  4.20118  -9.44646  -4.60003  -0.31
C  -0.72313  -1.00232  -0.38998  -0.33
C  0.23381  -9.22040  2.06241  -0.59
C  1.17043  -10.14073  1.37346  -0.55
C  -0.47865  10.58187  -6.03436  -0.58
C  6.40386  5.92008  0.34853  -0.19
C  -6.36444  5.68084  -5.46712  -0.59
C  7.37011  5.19024  1.27059  -0.97
C  -5.22875  3.15848  5.76374  -0.25
C  0.14964  1.17364  -1.04827  -0.40
C  -4.65417  3.77852  7.01312  -0.92
C  2.04455  3.49872  4.82346  -0.11
C  -7.22253  4.80731  -4.54889  -0.61
C  -2.01945  -0.51621  -0.29796  -0.42
C  6.65108  1.72100  -5.19205  -0.52
C  3.48128  -8.31260  -4.22082  -0.43
C  6.23409  -8.39718  -3.84554  -0.25
C  2.45078  3.33529  6.29595  -1.03
C  -8.32979  -5.96154  1.66293  -0.58
C  -2.39349  -3.82585  6.60923  -0.90
C  -1.18317  1.64033  -1.02416  -0.25
C  4.15196  -7.28288  -3.54907  -0.30
C  7.90109  2.29242  -5.90434  -0.60
C  -1.04044  -3.20712  6.21993  -0.23
C  -9.68757  -6.56303  1.32052  -0.61
C  -0.37025  9.79409  -7.33214  -0.58
H  -10.18904  -5.99841  0.53450  0.39
H  -4.65744  3.30778  4.84755  0.33
H  -3.25168  1.22462  -0.75504  0.35
H  5.62210  5.21324  0.07048  0.22
H  -2.82347  -1.20874  -0.09704  0.37
H  -5.31422  5.54186  -5.21055  0.36
H  8.51663  1.52561  -6.37467  0.36
H  7.67279  4.24570  0.81856  0.31
H  -5.31692  3.71466  7.87613  0.28
H  0.35393  11.28538  -6.03437  0.37
H  0.39639  9.02123  -7.27696  0.41
H  -0.61381  -1.34136  6.28401  0.30
H  6.90795  6.08261  -0.60414  0.30
H  -4.36352  4.82687  6.94533  0.28
H  3.68097  -10.27216  -5.06264  0.36
H  1.37575  -0.51344  -0.62910  0.36
H  -2.69606  -4.57373  5.87628  0.31
H  -3.80415  3.13962  7.25266  0.29
H  -8.25392  5.08943  -4.76042  0.38
H  1.82041  -9.68923  0.62395  0.40
H  6.17121  -10.30510  -4.81544  0.35
H  0.57408  -10.91010  0.88300  0.34
H  6.91789  4.97967  2.23974  0.28
H  -2.24347  -4.30542  7.57652  0.24
H  1.11595  2.23685  3.63527  0.27
H  0.88158  1.93404  -1.27730  0.36
H  2.46514  4.32384  6.75492  0.32
H  -1.45982  11.04848  -5.94679  0.35
H  1.73051  2.78898  6.90492  0.28
H  -0.11153  -3.73482  6.43618  0.25
H  -7.81521  -6.36438  2.53531  0.37
H  -0.34809  -9.71733  2.83865  0.37
H  -1.33586  9.30465  -7.45920  0.35
H  -6.47576  5.29765  -6.48146  0.40
H  2.83749  3.66429  4.09413  0.27
H  -6.96363  4.97593  -3.50360  0.38
H  -10.35245  -6.48141  2.18038  0.40
H  -6.44666  4.17497  4.81933  0.31
H  5.76000  7.81296  0.35243  0.31
H  6.01214  1.15348  -5.86864  0.36
H  7.29461  -8.37766  -3.64231  0.34
H  -0.49541  -2.05420  -0.30002  0.36
H  0.69480  -8.32982  2.48957  0.36
H  3.49657  -6.50472  -3.18666  0.35
H  6.05370  -6.51373  -2.92663  0.33
H  -1.29085  2.68021  -1.29519  0.34
H  2.41180  -8.19746  -4.31750  0.35
H  -3.12766  -3.02527  6.69957  0.27
H  6.16365  2.58381  -4.73811  0.35
H  -7.57750  -6.01049  0.87567  0.38
H  -5.27331  2.09234  5.98615  0.19
H  -0.99389  -3.00718  5.14944  0.28
H  1.22735  4.21748  4.76289  0.22
H  8.61357  2.88444  -5.32990  0.37
H  3.46268  2.99152  6.51043  0.29
H  8.28674  5.74719  1.46475  0.28

Atoms 1-2, force components in eV/Å:
-0.1 -0.5 0.6
-0.1 0.1 -0.4

Computed properties:
ΔE to the lowest compared entry with this formula, charge and spin = 2.484 eV
2S+1 = 1
Charge = 0
Structure (SMILES) = c1ccccc1.c1ccccc1.BrCCBr.BrCCBr.BrCCBr.BrCCBr.BrCCBr.CCO.CCO.CCO.CCO

no.,orbital gap (Eh),LUMO level (eV),largest force on an atom (eV/Å)
1,0.2967,-2.94,5.39
2,0.3305,1.68,6.36
3,0.3486,0.09,2.78